(1)
An isolated molecule of C20H22N2O in a non-equilibrium geometry. Source: the Open Molecules 2025 dataset; level of theory: ωB97M-V/def2-TZVPD.

Geometry as ORCA input:
```
! RIJCOSX wB97M-V def2-TZVPD def2/J DEFGRID3
* xyz 0 1
O 0.15999 -0.34737 -3.21538
N -1.88070 -1.54649 0.61789
N 1.62884 2.08583 -1.22054
C 1.27884 -0.07479 -2.35941
C 0.81808 4.33379 1.67808
C 1.46240 3.92318 0.49732
C -0.61411 -1.54662 -2.94202
C 0.94983 0.94984 -1.32007
C 1.77979 -1.32153 -1.66550
C -1.81819 -1.06956 -0.75974
C -0.20687 3.58921 2.23972
C 2.51680 -1.71433 1.69978
C -0.62649 -1.33971 1.38045
C -3.12669 -1.36191 1.36300
C 0.48413 -0.76441 0.45685
C -0.02339 0.57930 -0.18619
C -0.70894 -1.91287 -1.42805
C 1.13140 2.66080 -0.07708
C 0.17592 1.89215 0.53369
C -1.48696 0.43391 -0.65811
C -0.52968 2.30937 1.65780
C 1.78861 -0.66472 1.22096
C 0.68204 -1.76821 -0.70507
H 0.96418 -2.73109 -0.30056
H 2.20442 0.30608 1.38073
H 1.06780 5.31997 2.06061
H 2.69279 -1.21462 -1.10497
H -3.12440 -1.94938 2.29259
H -3.95615 -1.71427 0.74092
H -1.27829 1.65468 2.05753
H 2.24918 4.52121 0.05811
H -1.61034 -1.40881 -3.34869
H 3.48590 -1.51707 2.17038
H -2.20444 0.87446 0.04479
H -2.74251 -1.18392 -1.32338
H -1.55516 0.92636 -1.62961
H -0.32900 -2.28790 1.86315
H -0.67900 3.94660 3.14569
H 2.23354 -2.75680 1.55205
H 2.08018 0.31179 -3.02174
H -1.00255 -2.98018 -1.33798
H 1.92186 -2.12028 -2.39732
H -3.32244 -0.29556 1.56167
H -0.12431 -2.38097 -3.45583
H -0.80593 -0.64520 2.18350
*
```

Its SMILES is C=C[C@@]12CN(C)[C@H]3C[C@]14C(=Nc1ccccc14)[C@H]1C[C@@H]2[C@@H]3CO1. The total energy comes out at -26123.317 eV. The value obtained for the energy relative to the best compared isomer or geometry (same formula, charge and spin) is 270.8 kJ/mol. The LUMO energy comes out at 0.603 eV.

natural (NBO) atomic charge list, values in e, 4 entries: -0.539, -0.475, -0.424, 0.035

***

(2)
A cluster of 22 separate species, C22H88O22 in total in a non-equilibrium geometry. Source: the Open Molecules 2025 dataset; level of theory: ωB97M-V/def2-TZVPD.

Geometry as ORCA input:
```
! RIJCOSX wB97M-V def2-TZVPD def2/J DEFGRID3
* xyz 0 1
O 10.23396 10.26439 16.98943
O 17.58462 11.16581 16.28642
O 7.96472 11.06223 15.41221
O 13.14674 16.92105 11.72959
O 11.07217 8.25244 13.64510
O 15.47099 11.00532 18.70970
O 14.49232 14.40985 16.83452
O 12.26162 7.00430 11.57050
O 14.99380 13.93255 8.93921
O 9.73229 10.49771 10.95166
O 7.39803 6.17586 12.34844
O 16.55701 9.74313 11.85676
O 13.86256 16.01469 14.54255
O 11.84959 10.74091 13.65302
O 14.83030 11.24029 8.53829
O 10.86808 8.21900 9.79601
O 10.39255 14.78977 14.62586
O 11.75261 14.27496 17.06470
O 11.67829 12.20928 20.95613
O 14.98086 7.65488 17.37333
O 7.73697 6.05010 16.05542
O 13.97692 11.13452 11.82404
C 8.23096 7.00631 16.94588
C 10.15848 7.48000 8.77721
C 11.84910 16.41184 11.89584
C 10.91160 13.15242 17.20738
C 10.06804 10.04727 18.37363
C 14.14777 7.43134 18.45608
C 13.55282 7.58765 11.40032
C 10.45414 11.57162 10.32624
C 16.82527 11.99852 15.42586
C 9.07550 15.15324 14.14561
C 13.61469 14.08870 9.19759
C 14.40802 12.42676 12.19738
C 13.78220 10.34558 8.68302
C 8.85052 10.96745 14.25329
C 11.41398 7.91033 14.98356
C 14.09570 10.90859 18.44768
C 12.46030 11.34645 14.80747
C 8.70802 6.59533 12.61621
C 14.21364 17.21678 15.26658
C 12.71478 13.15456 21.00572
C 17.49010 10.48067 11.05810
C 15.02886 14.55799 18.18001
H 9.31456 8.06248 8.46235
H 15.99464 11.08422 17.90765
H 11.01446 6.93718 15.12549
H 6.78850 6.55260 13.00382
H 14.50410 7.89107 19.41494
H 10.87720 11.17651 9.41730
H 11.84629 11.41560 15.71901
H 15.76408 8.13965 17.58268
H 13.48563 8.60697 11.01862
H 14.86687 13.61983 18.69358
H 15.75351 11.91971 15.71531
H 12.98365 13.21797 8.95333
H 13.11416 7.80094 18.36660
H 10.54131 10.80538 18.98770
H 12.33449 10.79795 12.81191
H 9.86241 6.48766 9.09055
H 11.27010 9.21353 13.59537
H 12.50754 7.80387 15.11029
H 10.02912 13.35635 17.82144
H 13.58847 10.53184 19.31288
H 11.28649 16.97495 11.14437
H 11.04024 14.95028 13.95771
H 11.71803 15.33082 11.66276
H 10.80426 7.32493 7.86468
H 18.46202 11.51273 16.18993
H 11.54597 11.80373 21.82300
H 7.62861 7.10094 17.87523
H 8.14638 7.98886 16.41826
H 13.55839 13.13529 12.29120
H 8.98463 9.99374 18.69252
H 15.18363 11.18588 7.61986
H 13.58138 11.86854 18.27188
H 15.09056 12.76693 11.47038
H 11.43386 16.69980 12.88761
H 13.57077 14.18291 16.87503
H 13.84931 10.26882 17.58402
H 14.88535 12.44560 13.15991
H 11.46726 7.58104 10.24105
H 16.84824 11.16381 10.50488
H 16.97981 11.61967 14.41084
H 13.23994 14.95138 8.59222
H 13.11466 10.41675 7.81050
H 14.73176 10.53092 11.67333
H 13.26534 10.78571 15.20800
H 7.02742 10.82065 15.16425
H 13.36057 10.54692 9.64500
H 15.08428 12.99992 8.77106
H 9.36568 10.39425 16.60618
H 16.09104 14.88969 18.13208
H 10.21123 9.67006 10.99456
H 14.18134 6.96418 10.71943
H 9.15614 6.04758 13.46003
H 8.74924 7.67441 12.77223
H 14.03206 7.69090 12.38707
H 9.10128 15.91956 13.37368
H 11.78658 7.49380 12.26122
H 9.81822 11.41353 14.56359
H 8.42590 11.56369 13.45790
H 9.74653 12.42541 10.14593
H 17.05620 9.05378 12.31575
H 8.65003 14.30836 13.60914
H 11.25855 11.96915 10.92148
H 13.36433 14.28940 10.30182
H 10.70383 12.82931 16.17362
H 9.28053 6.39514 11.74020
H 15.25161 17.30493 15.58670
H 13.06787 13.38361 19.96526
H 12.81217 12.30278 14.52812
H 18.19334 11.00824 11.68472
H 17.97819 9.83504 10.33778
H 11.47168 12.38830 17.70152
H 13.56553 12.75181 21.51526
H 13.67390 16.57001 12.46284
H 10.42702 9.06370 18.61499
H 17.07634 13.04508 15.47964
H 14.20668 9.36153 8.75256
H 9.23232 6.74289 17.19879
H 10.97933 8.61666 15.65644
H 11.34440 14.79828 16.34697
H 9.03269 9.95621 13.99731
H 13.97112 18.03572 14.59456
H 13.55911 17.39394 16.19820
H 14.00738 6.35673 18.63027
H 14.09031 15.29122 15.12661
H 7.78908 5.21882 16.50786
H 8.41392 15.54160 14.96557
H 14.50361 15.39872 18.66579
H 12.37887 14.08593 21.38878
*
```

The total energy comes out at -69276.777 eV. The value obtained for the energy relative to the best compared isomer or geometry (same formula, charge and spin) is 76.2 kJ/mol. The LUMO energy comes out at 0.233 eV.

Löwdin atomic charge list, values in e, 4 entries: -0.155, -0.112, -0.165, -0.117

***

(3)
A structure of composition C32H39N7O2S3Zr in a non-equilibrium geometry. Source: the Open Molecules 2025 dataset; level of theory: ωB97M-V/def2-TZVPD.

Geometry as ORCA input:
```
! RIJCOSX wB97M-V def2-TZVPD def2/J DEFGRID3
* xyz 2 1
Zr 0.52229 -0.17353 -1.18965
S 1.26512 -2.06599 0.05935
S -3.45935 -4.63248 5.60479
S 2.84283 0.42823 -1.72674
O -0.23060 -1.33914 -2.77165
O -1.52901 -0.64124 -0.33142
N -0.49924 1.51183 -2.27797
N 3.05311 -4.88113 -1.28306
N -1.71724 -5.91458 4.00027
N -7.75165 5.41641 -4.48999
N -1.85726 3.05793 -3.06171
N -1.08884 -5.97511 6.08039
N 5.48920 -1.97473 -3.13727
C 2.91003 -3.70912 -1.33767
C 3.41099 1.84380 2.05347
C 2.65273 -2.30971 -1.17300
C 4.46333 -0.31695 2.60419
C -2.20877 -1.68408 -1.26614
C -2.06968 -5.49691 5.23354
C -4.10412 5.72138 -4.28086
C -4.08559 3.74364 -2.28601
C 2.02969 1.66663 1.96968
C -5.30169 5.27261 -3.68329
C 1.26166 2.47316 1.17594
C -5.26047 4.36154 -2.58128
C -0.70204 3.02029 -3.92420
C 3.16681 3.78412 0.58719
C -2.70191 -5.84380 2.94245
C 0.03646 1.99561 -3.49223
C -2.93014 5.10468 -3.96129
C 3.24513 -1.35071 -1.92680
C 0.20362 -1.15014 -4.20065
C -1.74362 -1.40243 -2.66205
C -1.88933 -0.93759 1.05868
C 3.96165 2.89017 1.34511
C 4.19142 1.07721 3.11241
C 4.52274 -1.69603 -2.51972
C -6.60741 5.39087 -4.25214
C 5.49661 1.71618 3.49881
C 1.78476 3.57865 0.44758
C -0.06350 -6.75826 5.35599
C -1.63227 2.18694 -2.07347
C -2.92464 4.01772 -3.08037
C 0.98499 4.59743 -0.33566
C -0.52809 -6.73648 3.95948
H -2.25593 2.13503 -1.17888
H -0.70999 3.58566 -4.88926
H -2.08170 -2.14284 -3.43838
H 3.66128 4.58191 -0.02385
H -2.25497 -5.98615 1.94789
H -3.40648 -6.62415 3.11433
H 0.03884 -7.77171 5.86065
H -2.99730 -0.94912 1.18011
H 0.98751 5.56407 0.21437
H 1.25765 -1.00543 -4.22042
H 1.02639 1.68760 -3.71801
H -0.03726 -1.98033 -4.78817
H -1.99595 5.45006 -4.46059
H -1.52289 -0.14285 1.71344
H -1.82388 -2.62997 -0.82634
H 6.03203 1.03770 4.09196
H -4.03916 2.91809 -1.53810
H 3.57991 -0.68791 2.04302
H -1.47675 -1.90488 1.30830
H 0.15669 2.26275 1.09417
H 4.77504 -1.02063 3.39920
H -3.29408 -1.65506 -1.11450
H 5.06888 2.95917 1.36793
H -0.64680 -7.69206 3.45424
H -4.14845 6.58427 -4.96676
H 0.91135 -6.28003 5.49712
H -0.06035 4.24954 -0.60138
H -0.40614 -0.28574 -4.57931
H 6.13749 1.93480 2.62227
H 1.58685 0.85017 2.57001
H 5.46295 2.63536 4.06580
H 5.31228 -0.24845 1.88873
H 1.52903 4.82393 -1.27515
H -2.05714 -0.39199 -3.00290
H -1.17576 -5.86946 7.12273
H -3.23458 -4.84844 3.05716
H 3.45813 1.01381 3.93522
H 0.19511 -6.21033 3.31770
H -6.16052 4.18677 -2.02742
*
```

The total energy comes out at -82110.968 eV. The value obtained for the energy relative to the best compared isomer or geometry (same formula, charge and spin) is 432.6 kJ/mol. The LUMO energy comes out at -7.724 eV.

Löwdin atomic charge list, values in e, 4 entries: 1.361, 0.618, 0.572, 0.630